A cluster of 2 separate species, C3H10N2S in total at a distorted geometry. Source: the Open Molecules 2025 dataset; level of theory: ωB97M-V with the def2-TZVPD basis set.

Structure (XYZ):
```
16
Properties=species:S:1:pos:R:3:mulliken_charge:R:1
S -0.0642 -0.3859 2.6674 -0.0595
N 1.2563 0.4844 2.2487 -0.4693
N -0.7729 -0.6080 -0.0603 -0.4145
C 0.9577 -0.5705 -1.6607 -1.2671
C -2.0719 0.0567 0.0124 -0.7560
C 0.2606 0.2135 -0.5987 0.3236
H 1.7811 -0.1149 -2.2036 0.3730
H 1.4634 -1.5770 -1.2562 0.2311
H -2.6349 -0.7151 -0.5143 0.3296
H -0.0363 1.2373 -1.0300 0.3038
H -2.2463 1.0542 -0.3784 0.3194
H -2.3568 0.2214 1.0216 0.2466
H 1.0095 0.4620 0.2173 -0.1088
H 1.1318 1.2907 1.6765 0.3837
H 2.1036 -0.0415 2.2782 0.2776
H 0.2191 -1.0073 -2.4199 0.2868
```

Results
ΔE to the lowest compared entry with this formula, charge and spin: 422.6 kJ/mol
Gap between HOMO and LUMO (spin up / spin down): 6.41 / 6.41 eV
Molar mass: 106.194 g/mol
HOMO (spin up / spin down): -7.66 / -7.66 eV